(1)
{"formula": "C18H45F3N19O8", "method": "ωB97M-V with the def2-TZVPD basis set", "total_charge": 1, "orbital_gap_ev": 6.421, "spin_multiplicity": 1, "molar_mass_g_mol": 712.677, "largest_force_ev_per_a": 1.87, "e_homo_ev": -10.25, "symbols": ["C", "C", "C", "N", "C", "C", "C", "C", "C", "C", "F", "F", "F", "C", "N", "N", "H", "H", "H", "H", "H", "H", "H", "H", "H", "H", "H", "H", "H", "C", "O", "N", "N", "H", "H", "H", "H", "C", "O", "N", "N", "H", "H", "H", "H", "C", "O", "N", "N", "H", "H", "H", "H", "C", "O", "N", "N", "H", "H", "H", "H", "C", "O", "N", "N", "H", "H", "H", "H", "C", "O", "N", "N", "H", "H", "H", "H", "C", "O", "N", "N", "H", "H", "H", "H", "C", "O", "N", "N", "H", "H", "H", "H"], "xyz": [[-0.838, 6.506, -4.034], [-2.173, 5.832, -3.975], [-3.065, 5.926, -5.176], [-2.536, 5.240, -2.896], [-2.859, 3.937, -2.741], [-1.856, 2.952, -2.968], [-2.149, 1.633, -2.818], [-1.157, 0.534, -3.037], [-1.733, -0.587, -3.925], [-0.659, -1.341, -4.680], [-1.051, -2.598, -4.938], [0.501, -1.399, -3.995], [-0.407, -0.763, -5.871], [-3.467, 1.348, -2.429], [-4.303, 2.323, -2.201], [-4.086, 3.626, -2.335], [-0.859, 7.383, -4.676], [-0.116, 5.785, -4.420], [-0.568, 6.826, -3.030], [-4.003, 6.384, -4.869], [-3.274, 4.954, -5.627], [-2.624, 6.554, -5.945], [-0.867, 3.284, -3.248], [-0.959, 0.104, -2.053], [-0.221, 0.916, -3.433], [-2.367, -0.131, -4.686], [-2.372, -1.269, -3.371], [-3.810, 0.334, -2.292], [-5.236, 2.090, -1.887], [3.636, -2.708, -1.428], [4.126, -2.929, -0.327], [2.378, -2.198, -1.568], [4.305, -2.938, -2.586], [1.953, -1.995, -2.450], [1.869, -2.015, -0.720], [5.236, -3.306, -2.520], [3.932, -2.762, -3.497], [-4.686, -0.566, 0.924], [-3.887, -0.347, 0.008], [-4.464, -1.554, 1.831], [-5.828, 0.138, 1.114], [-5.096, -1.764, 2.587], [-3.631, -2.103, 1.724], [-6.035, 0.882, 0.479], [-6.481, -0.053, 1.861], [3.310, -0.725, 2.616], [2.654, -0.174, 1.731], [4.178, -1.736, 2.350], [3.224, -0.368, 3.927], [4.720, -2.190, 3.061], [4.264, -2.021, 1.385], [2.598, 0.376, 4.166], [3.767, -0.821, 4.643], [5.340, -2.217, -6.174], [5.723, -2.444, -5.038], [4.113, -1.670, -6.448], [6.109, -2.489, -7.266], [3.789, -1.479, -7.377], [3.521, -1.442, -5.673], [7.014, -2.888, -7.100], [5.820, -2.311, -8.208], [-4.616, -2.204, 5.911], [-5.552, -2.681, 5.289], [-3.730, -1.354, 5.308], [-4.385, -2.477, 7.227], [-2.943, -0.929, 5.759], [-3.912, -1.157, 4.343], [-5.024, -3.100, 7.684], [-3.620, -2.093, 7.747], [7.180, -0.101, -0.486], [8.333, 0.141, -0.802], [6.531, 0.584, 0.508], [6.432, -1.072, -1.088], [5.584, 0.395, 0.787], [7.046, 1.304, 0.978], [6.866, -1.602, -1.819], [5.485, -1.276, -0.830], [-8.190, 1.108, 4.209], [-7.886, 0.519, 3.179], [-9.469, 1.137, 4.668], [-7.271, 1.770, 4.967], [-9.746, 1.608, 5.508], [-10.163, 0.652, 4.129], [-6.319, 1.760, 4.654], [-7.499, 2.255, 5.814], [5.777, -2.111, 6.876], [5.099, -1.554, 6.025], [6.646, -3.116, 6.571], [5.714, -1.764, 8.193], [7.212, -3.583, 7.253], [6.717, -3.389, 5.610], [5.084, -1.026, 8.444], [6.261, -2.204, 8.908]]}


(2)
{"formula": "C4H8S", "method": "ωB97M-V with the def2-TZVPD basis set", "de_lowest_kcal_mol": 76.3, "orbital_gap_ev": 8.911, "spin_multiplicity": 1, "molar_mass_g_mol": 88.175, "largest_force_ev_per_a": 7.25, "smiles": "C=CSCC", "e_homo_ev": -7.88, "symbols": ["C", "C", "S", "C", "C", "H", "H", "H", "H", "H", "H", "H", "H"], "xyz": [[-2.828, -0.340, -0.002], [-1.610, 0.345, -0.225], [-0.238, -0.521, -0.183], [1.118, 0.650, 0.020], [2.294, -0.457, -0.052], [-3.673, 0.288, 0.249], [-2.719, -1.588, 0.452], [-1.808, 1.446, -0.295], [1.251, 1.257, -0.814], [1.061, 1.495, 0.849], [2.097, -1.085, 0.913], [1.762, -1.387, -0.788], [3.292, -0.104, -0.121]]}


(3)
{"formula": "C43H57BrCrN7O2SSi", "method": "ωB97M-V with the def2-TZVPD basis set", "s_squared": 1.08, "de_lowest_kcal_mol": 115.3, "orbital_gap_ev": [6.518, 6.767], "spin_multiplicity": 2, "molar_mass_g_mol": 896.029, "largest_force_ev_per_a": 2.93, "e_homo_ev": [-7.83, -7.87], "symbols": ["Cr", "C", "C", "C", "C", "C", "C", "C", "C", "N", "C", "O", "C", "C", "C", "C", "C", "N", "C", "O", "N", "C", "C", "C", "C", "C", "C", "C", "C", "H", "H", "H", "H", "H", "H", "H", "H", "H", "H", "H", "H", "H", "H", "H", "H", "H", "H", "H", "H", "H", "C", "C", "N", "N", "C", "N", "S", "C", "C", "C", "C", "C", "N", "H", "H", "H", "H", "H", "H", "H", "H", "H", "C", "C", "C", "C", "Si", "Br", "C", "C", "C", "C", "C", "C", "C", "C", "H", "H", "H", "H", "H", "H", "H", "H", "H", "H", "H", "H", "H", "H", "H", "H", "H", "H", "H", "H", "H", "H", "H", "H", "H", "H", "H"], "xyz": [[0.356, 0.694, -1.410], [-0.494, 4.770, -3.386], [0.383, 3.908, -4.253], [1.034, 4.552, -5.294], [1.836, 3.862, -6.183], [1.989, 2.501, -6.022], [1.350, 1.813, -4.999], [1.532, 0.328, -4.951], [0.541, 2.510, -4.088], [-0.152, 1.889, -3.024], [-1.460, 2.248, -3.010], [-2.128, 2.592, -3.975], [-2.075, 2.211, -1.656], [-3.295, 2.661, -1.365], [-3.003, 1.516, 0.817], [-1.858, 2.344, 1.342], [-0.894, 2.315, 0.423], [-1.314, 1.476, -0.675], [0.525, 2.781, 0.481], [0.850, 3.675, 1.254], [1.323, 2.066, -0.326], [2.698, 2.440, -0.265], [3.106, 3.631, -0.878], [2.106, 4.472, -1.598], [4.432, 4.021, -0.821], [5.365, 3.261, -0.146], [4.959, 2.104, 0.487], [3.635, 1.686, 0.453], [3.243, 0.454, 1.207], [-0.074, 5.772, -3.321], [-0.622, 4.383, -2.375], [-1.487, 4.833, -3.837], [0.891, 5.616, -5.410], [2.316, 4.379, -7.000], [2.602, 1.944, -6.715], [1.717, -0.069, -5.948], [0.651, -0.160, -4.536], [2.399, 0.086, -4.333], [-3.882, 3.146, -2.132], [-3.555, 0.977, 1.588], [-1.850, 2.852, 2.287], [1.558, 3.832, -2.280], [2.585, 5.267, -2.163], [1.406, 4.920, -0.893], [4.725, 4.942, -1.305], [6.398, 3.571, -0.110], [5.673, 1.511, 1.040], [4.050, 0.144, 1.867], [3.037, -0.361, 0.513], [2.352, 0.650, 1.803], [-2.660, -2.410, -2.263], [-2.057, -1.136, -1.726], [-0.790, -0.867, -1.987], [-0.157, -1.849, -2.688], [1.130, -1.864, -2.731], [1.754, -2.885, -3.369], [2.172, -0.692, -1.964], [-2.922, -0.255, -0.958], [-4.288, -0.382, -1.056], [-5.341, 0.470, -0.607], [-5.258, 1.742, -0.174], [-3.947, 2.433, -0.023], [-2.291, 0.616, -0.066], [-1.860, -3.100, -2.514], [-3.226, -2.204, -3.171], [-3.311, -2.882, -1.532], [1.211, -3.461, -3.990], [2.730, -2.752, -3.575], [-4.648, -1.224, -1.627], [-6.335, 0.050, -0.714], [-6.156, 2.278, 0.094], [-4.077, 3.393, 0.487], [-2.291, -3.380, 1.189], [-1.917, -3.135, 2.653], [-2.904, -2.085, 3.173], [-2.133, -4.430, 3.441], [-0.073, -2.501, 2.830], [0.128, -0.956, 1.065], [0.264, -1.428, 4.432], [-0.466, -0.080, 4.382], [1.756, -1.110, 4.571], [-0.177, -2.178, 5.693], [1.290, -3.836, 2.415], [0.852, -4.738, 1.255], [2.606, -3.187, 1.970], [1.564, -4.719, 3.636], [-3.330, -3.705, 1.132], [-1.677, -4.142, 0.723], [-2.199, -2.463, 0.615], [-3.925, -2.411, 2.973], [-2.751, -1.135, 2.667], [-2.811, -1.941, 4.245], [-3.179, -4.730, 3.376], [-1.886, -4.303, 4.492], [-1.532, -5.242, 3.045], [-0.219, 0.471, 3.479], [-0.159, 0.529, 5.231], [-1.542, -0.195, 4.433], [2.124, -0.573, 3.703], [2.348, -2.009, 4.710], [1.914, -0.477, 5.444], [-1.245, -2.381, 5.687], [0.040, -1.574, 6.573], [0.350, -3.123, 5.795], [0.625, -4.149, 0.370], [-0.011, -5.344, 1.514], [1.665, -5.417, 1.000], [2.468, -2.625, 1.051], [3.341, -3.966, 1.772], [3.019, -2.523, 2.721], [0.655, -5.191, 3.999], [1.997, -4.145, 4.450], [2.270, -5.505, 3.373]]}


(4)
{"formula": "C50H79F6N4O24S2", "method": "ωB97M-V with the def2-TZVPD basis set", "total_charge": -1, "orbital_gap_ev": 8.069, "spin_multiplicity": 1, "molar_mass_g_mol": 1298.308, "largest_force_ev_per_a": 4.85, "e_homo_ev": -6.70, "symbols": ["C", "F", "F", "F", "S", "O", "O", "N", "S", "O", "O", "C", "F", "F", "F", "O", "C", "O", "C", "C", "C", "H", "H", "H", "H", "H", "H", "O", "C", "O", "C", "C", "C", "H", "H", "H", "H", "H", "H", "O", "C", "O", "C", "C", "C", "H", "H", "H", "H", "H", "H", "O", "C", "O", "C", "C", "C", "H", "H", "H", "H", "H", "H", "O", "C", "O", "C", "C", "C", "H", "H", "H", "H", "H", "H", "O", "C", "O", "C", "C", "C", "H", "H", "H", "H", "H", "H", "O", "C", "O", "C", "C", "C", "H", "H", "H", "H", "H", "H", "O", "C", "O", "C", "C", "C", "H", "H", "H", "H", "H", "H", "C", "O", "H", "H", "H", "H", "C", "O", "H", "H", "H", "H", "C", "O", "H", "H", "H", "H", "C", "O", "H", "H", "H", "H", "N", "C", "C", "C", "C", "H", "H", "H", "H", "H", "N", "C", "C", "C", "C", "H", "H", "H", "H", "H", "N", "C", "C", "C", "C", "H", "H", "H", "H", "H"], "xyz": [[-1.284, -3.157, -0.444], [-1.957, -2.932, -1.617], [-1.648, -4.214, 0.267], [-0.012, -3.403, -0.775], [-1.386, -1.616, 0.698], [-2.758, -1.131, 0.625], [-0.851, -2.054, 1.985], [-0.415, -0.485, -0.267], [0.362, 0.252, 0.852], [-0.490, 0.921, 1.856], [1.576, -0.412, 1.278], [1.053, 1.829, -0.096], [1.950, 1.419, -1.020], [0.000, 2.444, -0.660], [1.696, 2.581, 0.781], [5.887, -3.081, 6.503], [4.744, -2.774, 6.150], [3.851, -3.701, 6.021], [2.584, -3.115, 5.576], [2.698, -1.673, 6.148], [4.171, -1.349, 6.135], [1.721, -3.658, 5.961], [2.518, -3.149, 4.488], [2.361, -1.565, 7.179], [2.117, -0.989, 5.529], [4.445, -0.857, 7.068], [4.556, -0.847, 5.248], [-3.614, 5.919, 5.296], [-3.662, 5.330, 4.200], [-3.180, 5.936, 3.034], [-3.479, 5.159, 1.894], [-4.449, 4.132, 2.375], [-4.126, 3.964, 3.841], [-2.613, 4.591, 1.555], [-3.979, 5.669, 1.070], [-4.383, 3.204, 1.807], [-5.440, 4.578, 2.289], [-3.185, 3.416, 3.889], [-4.889, 3.478, 4.450], [4.267, 10.601, 4.941], [4.271, 9.740, 4.091], [3.273, 8.843, 3.934], [3.412, 8.043, 2.770], [4.897, 8.310, 2.301], [5.272, 9.586, 2.951], [2.595, 8.307, 2.099], [3.308, 7.012, 3.108], [4.925, 8.381, 1.214], [5.663, 7.562, 2.506], [5.215, 10.406, 2.234], [6.291, 9.554, 3.336], [-6.051, -7.140, -8.876], [-5.790, -6.394, -7.906], [-6.529, -5.254, -7.716], [-6.098, -4.553, -6.500], [-5.367, -5.627, -5.694], [-4.752, -6.514, -6.764], [-6.943, -4.109, -5.974], [-5.477, -3.739, -6.874], [-5.991, -6.045, -4.904], [-4.528, -5.177, -5.163], [-4.746, -7.563, -6.468], [-3.781, -6.089, -7.019], [9.953, -2.311, 0.519], [8.708, -2.320, 0.478], [8.019, -1.934, -0.672], [6.680, -2.219, -0.678], [6.394, -2.498, 0.795], [7.701, -2.904, 1.492], [6.516, -3.054, -1.359], [6.214, -1.313, -1.065], [5.548, -3.173, 0.923], [6.135, -1.579, 1.321], [7.766, -3.990, 1.556], [7.811, -2.400, 2.452], [-7.098, -8.129, 1.651], [-7.446, -7.058, 1.108], [-8.655, -6.563, 1.399], [-8.969, -5.449, 0.604], [-8.107, -5.737, -0.605], [-6.835, -6.212, 0.000], [-8.741, -4.495, 1.078], [-10.032, -5.423, 0.367], [-8.142, -4.791, -1.144], [-8.574, -6.486, -1.244], [-6.299, -5.366, 0.429], [-6.264, -6.841, -0.682], [2.846, 10.330, -1.643], [1.786, 9.746, -1.912], [1.787, 8.762, -2.837], [0.627, 7.982, -2.844], [-0.373, 8.719, -1.968], [0.339, 9.955, -1.429], [0.842, 6.985, -2.460], [0.189, 7.845, -3.833], [-0.678, 7.995, -1.212], [-1.302, 8.926, -2.500], [0.448, 9.922, -0.344], [-0.049, 10.928, -1.731], [-4.416, -5.151, 4.286], [-4.788, -4.118, 4.778], [-5.962, -3.531, 4.580], [-6.139, -2.429, 5.502], [-4.760, -2.201, 6.030], [-4.018, -3.479, 5.923], [-6.891, -2.746, 6.225], [-6.463, -1.534, 4.970], [-4.779, -2.000, 7.101], [-4.315, -1.332, 5.545], [-4.158, -4.180, 6.746], [-2.960, -3.247, 5.804], [-8.038, -0.170, -1.338], [-7.478, -0.963, -2.402], [-8.565, 0.683, -1.767], [-8.762, -0.780, -0.797], [-7.283, 0.027, -0.578], [-6.578, -0.669, -2.564], [2.348, -1.251, -3.816], [0.942, -0.855, -3.833], [2.564, -2.018, -3.073], [2.641, -1.771, -4.729], [2.912, -0.322, -3.736], [0.644, -0.829, -2.921], [0.667, -6.683, -4.670], [1.443, -6.805, -5.836], [1.299, -6.692, -3.782], [-0.028, -5.847, -4.754], [0.067, -7.577, -4.504], [2.184, -6.204, -5.735], [1.885, -7.200, 1.736], [2.470, -7.273, 0.412], [1.799, -6.146, 2.000], [0.961, -7.772, 1.658], [2.634, -7.601, 2.420], [2.110, -8.023, -0.067], [7.519, 2.340, 4.053], [6.479, 3.055, 3.440], [6.733, 3.119, 2.109], [8.006, 2.464, 1.897], [8.419, 1.956, 3.134], [7.629, 2.141, 5.037], [5.644, 3.426, 4.014], [6.095, 3.650, 1.420], [8.468, 2.313, 0.933], [9.224, 1.286, 3.397], [7.450, 2.171, -6.249], [7.287, 3.524, -6.039], [6.454, 3.739, -4.895], [6.344, 2.499, -4.309], [6.742, 1.538, -5.255], [7.935, 1.782, -7.045], [7.553, 4.260, -6.783], [6.138, 4.667, -4.441], [5.943, 2.279, -3.330], [6.641, 0.465, -5.330], [-3.453, 1.107, -3.351], [-4.340, 2.144, -3.342], [-5.134, 2.082, -4.455], [-4.734, 0.976, -5.146], [-3.786, 0.318, -4.359], [-2.733, 0.917, -2.669], [-4.229, 2.894, -2.573], [-5.846, 2.823, -4.787], [-5.046, 0.637, -6.122], [-3.158, -0.532, -4.581]]}


(5)
{"formula": "C2H6O3", "method": "ωB97M-V with the def2-TZVPD basis set", "de_lowest_kcal_mol": 35.2, "orbital_gap_ev": 10.993, "spin_multiplicity": 1, "molar_mass_g_mol": 78.067, "largest_force_ev_per_a": 1.46, "smiles": "O=CO.CO", "e_homo_ev": -10.38, "symbols": ["O", "C", "O", "H", "H", "C", "O", "H", "H", "H", "H"], "xyz": [[1.263, 0.433, 2.427], [0.476, 1.261, 2.073], [0.335, 1.710, 0.820], [-0.146, 1.785, 2.789], [0.106, 1.023, 0.150], [-0.291, -1.417, -1.357], [-0.519, -0.085, -0.949], [0.724, -1.472, -1.754], [-0.989, -1.794, -2.106], [-0.497, -2.081, -0.514], [-0.462, 0.636, -1.579]]}


(6)
{"formula": "C11H21Br10Cl3", "method": "ωB97M-V with the def2-TZVPD basis set", "de_lowest_kcal_mol": 14.7, "orbital_gap_ev": 10.035, "spin_multiplicity": 1, "molar_mass_g_mol": 1058.688, "largest_force_ev_per_a": 2.13, "smiles": "ClC(Cl)Cl.BrCCBr.BrCCBr.BrCCBr.BrCCBr.BrCCBr", "e_homo_ev": -10.02, "symbols": ["Cl", "C", "Cl", "Cl", "H", "Br", "C", "C", "Br", "H", "H", "H", "H", "Br", "C", "C", "Br", "H", "H", "H", "H", "Br", "C", "C", "Br", "H", "H", "H", "H", "Br", "C", "C", "Br", "H", "H", "H", "H", "Br", "C", "C", "Br", "H", "H", "H", "H"], "xyz": [[-1.135, 2.775, 0.105], [-0.577, 1.061, -0.019], [-0.697, 0.421, -1.751], [-1.552, 0.044, 1.165], [0.475, 1.015, 0.265], [-2.064, -4.298, -1.308], [-3.845, -3.340, -1.461], [-3.762, -2.003, -0.635], [-5.385, -0.846, -0.877], [-4.694, -3.981, -1.225], [-3.938, -3.113, -2.523], [-2.896, -1.409, -0.926], [-3.553, -2.060, 0.434], [1.732, 0.816, 2.935], [3.380, 1.248, 1.881], [4.441, 1.918, 2.749], [5.899, 2.503, 1.553], [3.019, 1.881, 1.070], [3.787, 0.435, 1.280], [4.818, 1.177, 3.454], [4.106, 2.715, 3.413], [-1.769, 5.045, 2.666], [-3.192, 5.949, 1.540], [-3.509, 5.231, 0.281], [-4.598, 6.422, -0.913], [-2.755, 6.925, 1.326], [-4.068, 6.233, 2.124], [-4.181, 4.401, 0.499], [-2.684, 4.889, -0.343], [1.372, -5.442, 2.851], [1.068, -3.573, 2.192], [1.384, -3.669, 0.693], [1.430, -1.813, -0.036], [1.923, -3.085, 2.659], [0.067, -3.173, 2.355], [0.658, -4.390, 0.320], [2.394, -4.028, 0.496], [3.914, -3.120, -2.374], [3.102, -1.816, -3.748], [1.608, -1.436, -3.362], [0.767, -0.298, -4.745], [3.200, -2.276, -4.732], [3.731, -0.933, -3.633], [1.666, -0.747, -2.520], [0.913, -2.255, -3.176]]}


- Which formula does entry 5 have?
  C2H6O3


Repeat the second record exactly.
{"formula": "C4H8S", "method": "ωB97M-V with the def2-TZVPD basis set", "de_lowest_kcal_mol": 76.3, "orbital_gap_ev": 8.911, "spin_multiplicity": 1, "molar_mass_g_mol": 88.175, "largest_force_ev_per_a": 7.25, "smiles": "C=CSCC", "e_homo_ev": -7.88, "symbols": ["C", "C", "S", "C", "C", "H", "H", "H", "H", "H", "H", "H", "H"], "xyz": [[-2.828, -0.340, -0.002], [-1.610, 0.345, -0.225], [-0.238, -0.521, -0.183], [1.118, 0.650, 0.020], [2.294, -0.457, -0.052], [-3.673, 0.288, 0.249], [-2.719, -1.588, 0.452], [-1.808, 1.446, -0.295], [1.251, 1.257, -0.814], [1.061, 1.495, 0.849], [2.097, -1.085, 0.913], [1.762, -1.387, -0.788], [3.292, -0.104, -0.121]]}